Entry 1:
This record from OMol25 describes an isolated ion of composition C5H6NS and charge +1. The level of theory is ωB97M-V/def2-TZVPD.

```
13
Properties=species:S:1:pos:R:3:forces:R:3
C 2.70321 -0.37727 0.08343 -1.028 0.780 -0.737
C -0.54507 -0.50338 -0.12394 0.959 0.109 0.257
C -0.00547 0.63885 -0.10534 1.627 1.257 0.413
C -0.95259 -1.84812 -0.06698 -2.138 0.965 3.115
C -0.64430 2.01498 0.12707 -0.600 -3.860 -0.146
N 3.30004 -1.35679 0.02361 0.205 -0.345 0.321
S 1.82046 1.08262 -0.15149 -0.422 -1.155 0.216
H -1.61680 -2.03354 -0.83400 -1.430 -0.559 -2.125
H -1.56842 -2.12281 0.91224 2.153 0.261 -1.629
H -0.04812 -2.33953 -0.36421 1.063 -1.033 0.318
H -0.18708 2.45804 0.90775 1.468 1.457 2.652
H -1.63992 1.82831 0.29990 -2.407 -0.083 0.790
H -0.61594 2.55864 -0.70804 0.550 2.205 -3.444
```
Positions in Å, forces in eV/Å.

Values from the calculation:
**Gap between HOMO and LUMO**: 7.22 eV
**Energy**: -17595.5121 eV
**Strongest force on any atom**: 4.1 eV/Å
**Charge**: +1
**Multiplicity**: 1

---

Entry 2:
This record from OMol25 describes C5H6O as an isolated structure. The level of theory is ωB97M-V/def2-TZVPD.

```
12
Properties=species:S:1:pos:R:3:forces:R:3
C 1.09717 -0.36814 -0.43316 0.105 -0.015 -0.141
C 0.32832 0.90676 -0.17628 0.163 0.280 -0.222
C -1.14331 0.50503 -0.27295 -0.240 0.372 -0.243
O -1.21409 -0.85343 -0.65526 -0.005 0.020 -0.250
C -0.09687 -1.09117 0.20695 0.216 -0.262 0.249
C -0.41392 0.30375 0.99973 -0.088 -0.132 0.089
H 1.95887 -0.45928 0.23643 -0.069 0.125 -0.172
H 1.36836 -0.63196 -1.45985 -0.102 -0.090 0.087
H 0.67087 1.92527 -0.31396 -0.101 -0.083 0.137
H -1.96575 1.15609 -0.53760 0.151 0.014 0.048
H -0.00848 -2.15929 0.43188 -0.120 0.445 0.568
H -0.58118 0.76638 1.97406 0.088 -0.674 -0.151
```
Positions in Å, forces in eV/Å.

Values from the calculation:
**Gap between HOMO and LUMO**: 10.43 eV
**Energy**: -7326.2056 eV
**Strongest force on any atom**: 0.7 eV/Å
**Multiplicity**: 1

---

Entry 3:
This record from OMol25 describes a 2-piece molecular cluster, C5H6O overall. The level of theory is ωB97M-V/def2-TZVPD.

```
12
Properties=species:S:1:pos:R:3:forces:R:3
O -1.71583 2.76851 -0.23192 1.159 -0.296 0.549
C -0.72283 2.52543 0.26288 -1.208 0.407 -0.548
C -1.15356 -0.80404 -0.71101 0.074 -0.023 0.140
C -0.53643 -0.82041 0.47120 -0.079 -0.047 -0.167
C 1.80513 -0.25808 -0.12967 -0.101 -0.015 0.096
C 0.78873 -0.22872 0.73174 0.154 -0.027 -0.123
H -2.11768 -1.28334 -0.85559 0.136 0.082 0.053
H -0.71584 -0.30382 -1.57239 -0.036 -0.063 0.133
H -1.03154 -1.28957 1.32136 0.052 0.070 -0.115
H 1.71595 -0.76122 -1.08970 0.005 0.050 0.137
H 2.75980 0.20542 0.10151 -0.153 -0.048 -0.016
H 0.92409 0.24983 1.70159 -0.004 -0.090 -0.140
```
Positions in Å, forces in eV/Å.

Values from the calculation:
**Gap between HOMO and LUMO**: 10.08 eV
**Energy**: -7327.9756 eV
**Strongest force on any atom**: 1.4 eV/Å
**Multiplicity**: 1

---

Entry 4:
This record from OMol25 describes C5H6O as an isolated structure. The level of theory is ωB97M-V/def2-TZVPD.

```
12
Properties=species:S:1:pos:R:3:forces:R:3
C 2.60467 -0.45513 -0.12588 -0.457 0.088 0.061
C 1.43302 -0.26795 0.08312 0.439 -0.108 0.012
C 0.02763 -0.14700 0.44843 0.050 -0.061 0.074
C -1.07034 -0.73282 -0.45991 0.083 -0.343 -0.115
O -1.90253 0.41004 -0.22452 -0.160 0.053 -0.081
C -0.77811 1.15508 0.26192 0.186 0.308 0.123
H 3.64468 -0.63678 -0.28762 -0.196 0.089 -0.043
H -0.09686 -0.51113 1.47183 -0.007 0.020 -0.100
H -0.76771 -0.80324 -1.51394 -0.016 0.020 0.167
H -1.53582 -1.67117 -0.14194 0.044 0.162 -0.047
H -1.01492 1.72562 1.16580 0.036 -0.088 -0.148
H -0.37389 1.82632 -0.50778 -0.001 -0.140 0.099
```
Positions in Å, forces in eV/Å.

Values from the calculation:
**Gap between HOMO and LUMO**: 10.93 eV
**Energy**: -7326.5122 eV
**Strongest force on any atom**: 0.5 eV/Å
**Multiplicity**: 1

---

Entry 5:
This record from OMol25 describes a single C5H6O molecule. The level of theory is ωB97M-V/def2-TZVPD.

```
12
Properties=species:S:1:pos:R:3:forces:R:3
O 1.01884 -0.84968 1.45991 -0.176 0.137 0.185
C 0.95842 -0.05193 0.31240 -0.087 0.256 -0.282
C 0.05974 -0.58900 -0.80739 -0.313 -0.382 -0.006
C -0.00711 1.11044 0.34622 0.230 0.707 0.476
C -1.34113 0.94711 0.76815 0.346 -0.093 -0.567
C -1.29320 0.03040 -0.28228 0.054 -0.416 -0.409
H 0.15470 -0.80984 1.89313 0.102 -0.138 -0.043
H 1.98393 0.22933 0.05713 -0.302 -0.137 -0.161
H -0.05789 -1.66647 -0.85249 0.294 -0.229 -0.120
H 0.41073 -0.19466 -1.77569 -0.321 -0.146 0.265
H 0.28839 1.99585 -0.21824 0.100 0.330 0.468
H -2.17543 -0.15154 -0.90084 0.074 0.111 0.194
```
Positions in Å, forces in eV/Å.

Values from the calculation:
**Gap between HOMO and LUMO**: 8.97 eV
**Energy**: -7324.3393 eV
**Strongest force on any atom**: 0.9 eV/Å
**Multiplicity**: 1

---

Entry 6:
This record from OMol25 describes C5H6O as an isolated structure. The level of theory is ωB97M-V/def2-TZVPD.

```
12
Properties=species:S:1:pos:R:3:forces:R:3
C 0.00390 1.34200 0.29737 0.025 0.130 -0.086
C -0.37911 -0.07834 0.73355 -0.152 -0.017 0.120
C -1.35848 -0.79471 0.02597 0.036 -0.022 0.037
O -0.76756 -1.28875 -1.02668 -0.074 0.089 0.069
C 0.57092 -0.96929 -0.61078 0.440 -0.085 -0.257
C 1.69530 -1.16645 -1.13939 -0.237 0.097 0.245
H 1.01100 1.56318 0.66352 -0.121 -0.072 -0.097
H 0.01092 1.45997 -0.78828 -0.031 -0.039 0.143
H -0.69288 2.06997 0.72869 0.132 -0.122 -0.022
H -0.42273 -0.15647 1.82416 0.014 -0.012 -0.158
H -2.38232 -1.10384 0.22191 0.120 0.047 -0.017
H 2.71104 -0.87725 -0.93004 -0.153 0.004 0.023
```
Positions in Å, forces in eV/Å.

Values from the calculation:
**Gap between HOMO and LUMO (alpha / beta)**: 6.87 / 6.88 eV
**Energy**: -7323.3389 eV
**Strongest force on any atom**: 0.5 eV/Å
**Multiplicity**: 1

---

Entry 7:
This record from OMol25 describes C5H6O as an isolated structure. The level of theory is ωB97M-V/def2-TZVPD.

```
12
Properties=species:S:1:pos:R:3:forces:R:3
C -1.91835 0.39151 -0.04171 0.138 -0.262 0.416
C -0.94230 -0.77356 -0.25858 0.324 -0.626 0.378
C 0.42737 -0.52380 -0.24706 0.363 0.997 -1.179
C 1.44783 0.13492 -0.01938 0.300 -0.170 -0.088
C 2.65752 0.51705 0.59723 0.136 0.299 0.037
O 2.79769 1.49657 1.30717 0.083 -0.249 -0.119
H -2.07910 0.54654 1.02139 -0.117 0.171 0.114
H -1.53278 1.33501 -0.46246 0.128 -0.521 0.127
H -2.89497 0.18989 -0.50307 0.361 -0.169 0.135
H -1.36293 -1.68326 -0.65678 0.257 -0.051 -0.592
H -0.07006 -1.46437 0.54249 -2.045 0.513 0.636
H 3.49787 -0.15574 0.33890 0.073 0.069 0.135
```
Positions in Å, forces in eV/Å.

Values from the calculation:
**Gap between HOMO and LUMO**: 9.04 eV
**Energy**: -7324.7564 eV
**Strongest force on any atom**: 2.2 eV/Å
**Multiplicity**: 1

---

Entry 8:
This record from OMol25 describes a single C5H6O molecule. The level of theory is ωB97M-V/def2-TZVPD.

```
12
Properties=species:S:1:pos:R:3:forces:R:3
C 2.78428 -0.72871 0.57813 0.285 -0.750 -0.878
C 1.89379 -0.39105 -0.15147 0.769 -1.121 0.793
C 0.69380 0.34136 -0.19691 -0.068 1.421 0.059
O 0.89501 1.53721 -0.20716 -1.412 0.495 -0.330
C -0.60817 -0.36758 -0.00172 -0.180 0.023 -0.164
C -1.77740 0.54456 -0.29951 -0.265 0.095 -0.017
H 3.56292 -1.27016 1.00409 0.907 -0.279 0.699
H -0.60574 -1.26280 -0.63200 -0.020 0.061 0.037
H -0.63196 -0.73165 1.03742 0.104 0.105 -0.217
H -1.76206 1.42034 0.35289 -0.021 -0.106 -0.079
H -1.73043 0.90193 -1.33216 -0.066 -0.045 0.132
H -2.71405 0.00656 -0.15159 -0.031 0.103 -0.036
```
Positions in Å, forces in eV/Å.

Values from the calculation:
**SMILES string**: C#CC(=O)CC
**Gap between HOMO and LUMO**: 10.26 eV
**Energy**: -7326.9981 eV
**Strongest force on any atom**: 1.6 eV/Å
**Multiplicity**: 1

---

Entry 9:
This record from OMol25 describes a single C5H6O molecule. The level of theory is ωB97M-V/def2-TZVPD.

```
12
Properties=species:S:1:pos:R:3:forces:R:3
C 0.98777 -0.26379 -0.50121 0.051 0.122 -0.174
C 0.20270 1.02952 -0.17827 0.451 0.402 0.065
C -1.72152 0.17766 -0.11597 -0.791 -0.792 0.854
O -1.28081 -1.00175 -0.59630 -0.236 -0.161 -0.118
C -0.09915 -1.05355 0.23848 0.260 -0.150 0.072
C -0.58501 0.24926 0.90129 -0.595 0.145 0.030
H 1.92703 -0.33825 0.06222 -0.272 0.219 -0.077
H 1.16632 -0.50776 -1.55270 -0.021 -0.051 0.169
H 0.68099 1.99477 0.01520 0.003 -0.393 0.124
H -0.64168 1.22819 -0.90330 0.968 0.434 -0.524
H 0.07775 -2.03655 0.68340 -0.011 0.235 -0.133
H -0.71439 0.52225 1.94717 0.193 -0.012 -0.288
```
Positions in Å, forces in eV/Å.

Values from the calculation:
**Gap between HOMO and LUMO**: 9.70 eV
**Energy**: -7324.8340 eV
**Strongest force on any atom**: 1.4 eV/Å
**Multiplicity**: 1

---

Entry 10:
This record from OMol25 describes a single C5H6O molecule. The level of theory is ωB97M-V/def2-TZVPD.

```
12
Properties=species:S:1:pos:R:3:forces:R:3
C -1.42960 1.11171 1.77034 0.203 -0.198 -0.271
C -0.79092 0.49739 0.95654 -0.225 0.232 0.279
C 0.01250 -0.22322 -0.02183 0.064 0.224 0.037
C 1.47179 0.17517 -0.10442 0.032 -0.001 0.019
C -0.66574 -0.80163 -1.18967 -0.123 0.098 -0.249
O -0.25719 -1.62213 -0.10925 0.004 -0.183 0.135
H -2.00487 1.64919 2.49202 0.109 -0.099 -0.130
H 1.86835 0.40450 0.88820 -0.051 -0.075 -0.128
H 1.59954 1.05860 -0.73789 -0.045 -0.097 0.118
H 2.04169 -0.65581 -0.52887 -0.088 0.130 0.001
H -0.10378 -0.92133 -2.11649 -0.046 -0.007 0.159
H -1.74177 -0.67244 -1.29867 0.165 -0.025 0.029
```
Positions in Å, forces in eV/Å.

Values from the calculation:
**SMILES string**: C#C[C@]1(C)CO1
**Gap between HOMO and LUMO**: 11.00 eV
**Energy**: -7326.5827 eV
**Strongest force on any atom**: 0.4 eV/Å
**Multiplicity**: 1